# 1
C4H8FN2OP as an isolated structure. Source: the Open Molecules 2025 dataset; level of theory: ωB97M-V/def2-TZVPD.

Values from the calculation:
**Net charge**: 0
**HOMO level (spin up / spin down)**: -8.9 / -9.6 eV
**Lowest unoccupied orbital energy (spin up / spin down)**: -0.975 / -1.572 eV
**ΔE to the lowest compared entry with this formula, charge and spin**: 145.30 kcal/mol

```
17
Properties=species:S:1:pos:R:3:forces:R:3
C 4.0111 -0.1510 0.0026 -1.143 0.038 -0.076
C -0.3723 1.6870 -0.4845 -0.771 -3.091 0.564
C -0.3322 -2.2256 0.4439 3.625 -1.078 -2.129
C 0.5959 1.7983 0.6476 1.490 -2.380 0.952
N 5.1398 -0.0015 -0.1237 0.594 -0.078 0.090
N 0.0456 -0.9501 0.7798 0.731 1.501 0.336
O 1.9320 1.2340 0.1440 -1.179 1.636 0.846
F 2.0237 -0.6332 -1.5072 -0.110 0.124 1.737
P 2.1476 -0.2859 0.1245 0.582 -2.206 -1.663
H 0.2278 1.3746 -1.3432 -0.343 0.281 -0.129
H -1.1240 0.8088 -0.3010 1.162 1.948 -0.349
H -0.8260 2.6134 -0.6704 -0.943 1.123 -0.356
H -0.3094 -2.9210 1.2474 -0.943 -0.685 0.908
H 0.5197 -2.6788 -0.2546 -1.588 0.622 0.782
H -1.1749 -2.1350 -0.2089 -1.065 -0.380 -0.176
H 0.4197 1.2803 1.6494 -0.272 0.603 -1.648
H 0.9310 2.7571 0.8530 0.173 2.021 0.310
```
Forces are in eV/Å.

Results of the natural (NBO) charge analysis, in e, for atoms 1 through 6: atom 1 (C): -0.10, atom 2 (C): -0.66, atom 3 (C): -0.55, atom 4 (C): -0.05, atom 5 (N): -0.29, atom 6 (N): -0.34

---

# 2
A 2-piece molecular cluster, C4H8FN4 overall. Source: the Open Molecules 2025 dataset; level of theory: ωB97M-V/def2-TZVPD.

Values from the calculation:
**Net charge**: +1
**HOMO level**: -12.6 eV
**Lowest unoccupied orbital energy**: -3.317 eV
**ΔE to the lowest compared entry with this formula, charge and spin**: 90.67 kcal/mol

```
17
Properties=species:S:1:pos:R:3:forces:R:3
C 1.6502 0.1838 0.0536 0.374 0.479 -0.159
C -0.0043 -1.5414 -0.2148 -0.067 -2.014 -0.586
C 1.8865 1.4215 -0.3698 -0.166 -0.293 0.141
C -3.1147 1.3464 -0.0902 -0.747 -0.141 0.205
N -0.2924 -2.6378 -0.5130 0.234 0.744 0.007
N -2.1444 0.5587 -0.0313 0.464 0.339 -0.192
N 0.3207 -0.3387 -0.1005 0.131 1.333 0.195
N 2.5534 -0.7300 0.5419 -0.003 -0.276 -0.120
F -2.4320 -0.7033 0.5047 -0.507 0.354 0.003
H 1.1311 2.0154 -0.8478 -0.217 0.021 -0.136
H 2.8608 1.8593 -0.2758 0.247 0.052 0.139
H -2.9189 2.3274 -0.4999 0.216 0.015 -0.049
H -4.1200 1.1052 0.2370 0.021 -0.189 0.060
H -0.6314 -3.5196 -0.1805 -0.064 -0.159 0.247
H -0.4864 0.3410 -0.1794 0.087 -0.279 0.102
H 3.4866 -0.3665 0.6640 -0.025 -0.088 -0.006
H 2.2551 -1.3214 1.3020 0.023 0.102 0.150
```
Forces are in eV/Å.

Results of the natural (NBO) charge analysis, in e, for atoms 1 through 6: atom 1 (C): 0.33, atom 2 (C): 0.77, atom 3 (C): -0.48, atom 4 (C): -0.03, atom 5 (N): -0.50, atom 6 (N): -0.08

---

# 3
An isolated ion of composition C4H8FN4O3S and charge +1. Source: the Open Molecules 2025 dataset; level of theory: ωB97M-V/def2-TZVPD.

Values from the calculation:
**Structure (SMILES)**: Nn1nc[n+](S(=O)(=O)F)c1CCO
**Net charge**: +1
**HOMO level**: -14.3 eV
**Lowest unoccupied orbital energy**: -4.144 eV

```
21
Properties=species:S:1:pos:R:3:forces:R:3
N -0.2339 -0.3961 2.8004 0.054 0.101 -0.062
N -0.2817 -0.9196 1.5160 0.190 0.061 0.250
N -0.5063 -2.2419 1.3527 0.097 -0.062 0.386
C -0.5709 -2.4021 0.0798 -0.094 -0.130 -0.417
N -0.3811 -1.2061 -0.5717 -0.088 0.077 0.001
S -0.4226 -1.0949 -2.2871 0.103 0.030 0.095
O 0.8377 -0.6907 -2.7419 0.145 0.213 -0.008
O -1.0957 -2.2506 -2.7002 -0.215 -0.156 -0.019
F -1.3772 0.1090 -2.3268 -0.022 0.041 -0.089
C -0.2111 -0.2445 0.3903 -0.020 0.050 -0.149
C -0.0785 1.2358 0.2819 0.050 -0.036 0.140
C 1.1542 1.7630 -0.4714 -0.063 0.400 0.013
O 1.0454 3.1504 -0.7228 -0.024 -0.163 0.072
H -0.2896 -1.1865 3.4365 -0.102 0.015 -0.004
H 0.6537 0.0794 2.9342 0.036 -0.082 0.045
H -0.7565 -3.3331 -0.4316 0.015 0.019 0.013
H -1.0003 1.6278 -0.1619 0.058 -0.090 -0.105
H -0.0318 1.6107 1.3061 -0.196 0.035 -0.049
H 2.0408 1.6129 0.1512 0.017 -0.194 -0.117
H 1.2916 1.2615 -1.4262 0.044 -0.128 -0.001
H 0.2137 3.5156 -0.4073 0.014 0.000 0.005
```
Forces are in eV/Å.

Results of the natural (NBO) charge analysis, in e, for atoms 1 through 6: atom 1 (N): -0.59, atom 2 (N): 0.03, atom 3 (N): -0.21, atom 4 (C): 0.23, atom 5 (N): -0.60, atom 6 (S): 2.56

---

# 4
One molecule with the formula C4H8FNO. Source: the Open Molecules 2025 dataset; level of theory: ωB97M-V/def2-TZVPD.

Values from the calculation:
**Structure (SMILES)**: C=C(F)[C@@H](N)CO
**Net charge**: 0
**HOMO level**: -9.6 eV
**Lowest unoccupied orbital energy**: 0.816 eV
**ΔE to the lowest compared entry with this formula, charge and spin**: 18.67 kcal/mol

```
15
Properties=species:S:1:pos:R:3:forces:R:3
C -0.3536 -0.2315 0.3295 0.639 2.205 -0.178
C -1.2657 0.6005 -0.6045 0.234 -0.648 -0.083
C 1.0057 -0.4579 -0.2598 0.928 0.145 -1.208
C 1.4460 -1.5960 -0.7710 -0.278 -0.395 0.082
H -0.7579 0.3044 2.2861 0.031 0.136 -0.050
H 0.7271 0.7670 1.8138 0.570 -0.127 0.109
H -0.8149 -1.1905 0.4800 -0.105 -0.479 0.459
H -2.2894 0.5798 -0.1768 0.373 0.273 -0.067
H -1.2942 0.0569 -1.5399 -0.142 0.258 -0.561
H -0.4735 2.1649 0.1230 -0.272 -0.202 -0.927
H 0.8059 -2.4721 -0.6883 0.154 0.171 0.009
H 2.3888 -1.7242 -1.2964 -0.154 0.291 0.238
N -0.2152 0.6498 1.5028 -0.665 -0.559 0.719
O -0.7367 1.8936 -0.7950 -0.274 -0.199 0.885
F 1.8276 0.6552 -0.4036 -1.039 -0.871 0.572
```
Forces are in eV/Å.

Results of the natural (NBO) charge analysis, in e, for atoms 1 through 6: atom 1 (C): -0.15, atom 2 (C): -0.05, atom 3 (C): 0.40, atom 4 (C): -0.48, atom 5 (H): 0.37, atom 6 (H): 0.38

---

# 5
One molecule with the formula C4H8FNO. Source: the Open Molecules 2025 dataset; level of theory: ωB97M-V/def2-TZVPD.

Values from the calculation:
**Structure (SMILES)**: CC(C)(C=O)NF
**Net charge**: 0
**HOMO level**: -9.8 eV
**Lowest unoccupied orbital energy**: 0.778 eV
**ΔE to the lowest compared entry with this formula, charge and spin**: 76.15 kcal/mol

```
15
Properties=species:S:1:pos:R:3:forces:R:3
C -0.7982 1.2977 0.4776 0.492 0.045 -1.012
C 0.3909 0.1539 -1.3853 -1.424 0.667 2.472
C 1.0729 -0.2931 1.0838 0.948 -0.574 -2.532
C -0.0669 0.0339 0.0718 -2.815 -2.364 0.678
N -1.2569 -1.2095 0.2371 3.609 1.255 1.383
O -0.5739 2.3496 -0.0593 0.257 0.205 -0.005
F -2.3577 -0.8734 -0.5439 0.294 -0.241 -0.803
H -1.5737 1.2396 1.1995 -0.884 -0.381 1.202
H 1.2148 0.7765 -1.2148 1.348 1.213 -1.017
H -0.3720 0.4962 -2.0705 0.056 0.240 0.055
H 0.6786 -0.8079 -1.5539 1.190 -2.593 -1.378
H 1.8434 0.4417 0.9063 0.142 0.746 0.038
H 1.6753 -1.2012 0.8445 -0.978 0.122 -0.067
H 0.9019 -0.3010 2.1187 -0.985 0.034 1.267
H -0.7784 -2.1030 -0.1116 -1.250 1.625 -0.279
```
Forces are in eV/Å.

Results of the natural (NBO) charge analysis, in e, for atoms 1 through 6: atom 1 (C): 0.42, atom 2 (C): -0.62, atom 3 (C): -0.64, atom 4 (C): 0.04, atom 5 (N): -0.24, atom 6 (O): -0.51

---

# 6
A 2-piece molecular cluster, C4H8FNO overall. Source: the Open Molecules 2025 dataset; level of theory: ωB97M-V/def2-TZVPD.

Values from the calculation:
**2S+1**: 3
**Net charge**: 0
**HOMO level (spin up / spin down)**: -6.5 / -9.6 eV
**Lowest unoccupied orbital energy (spin up / spin down)**: 1.002 / -3.557 eV
**ΔE to the lowest compared entry with this formula, charge and spin**: 68.23 kcal/mol

```
15
Properties=species:S:1:pos:R:3:forces:R:3
C -0.7674 -0.5239 -0.4766 -2.614 2.034 3.925
C -0.8396 -1.7280 0.4232 0.420 -0.416 0.180
C -0.9679 1.9258 -0.4427 0.810 5.397 -2.877
C -1.1009 0.7581 0.1755 -0.115 -6.958 1.373
N 2.2737 0.3894 -0.5800 -0.338 0.526 -0.043
O -0.4030 -0.5929 -1.6309 1.368 0.149 -2.744
F 3.1698 -0.6671 -0.3378 0.185 -0.186 -0.069
H -1.7638 -1.7359 0.9982 -0.029 0.014 -0.044
H -0.7467 -2.6453 -0.1580 -0.056 0.083 0.048
H 0.0001 -1.6664 1.1196 -0.035 -0.230 0.058
H -0.6324 1.9720 -1.4668 0.050 0.013 -0.060
H -1.1911 2.8614 0.0430 -0.237 0.036 -0.023
H 1.5690 -0.0212 -1.1994 0.283 -0.013 -0.014
H -1.4326 0.7049 1.2027 0.380 -0.134 0.189
H 2.8209 1.0518 -1.1387 -0.072 -0.317 0.103
```
Forces are in eV/Å.

Results of the natural (NBO) charge analysis, in e, for atoms 1 through 6: atom 1 (C): 0.35, atom 2 (C): -0.67, atom 3 (C): -0.33, atom 4 (C): -0.15, atom 5 (N): -0.40, atom 6 (O): -0.46

---

# 7
A 2-piece molecular cluster, C4H8FNO2 overall. Source: the Open Molecules 2025 dataset; level of theory: ωB97M-V/def2-TZVPD.

Values from the calculation:
**Net charge**: 0
**HOMO level**: -7.3 eV
**Lowest unoccupied orbital energy**: 0.442 eV
**ΔE to the lowest compared entry with this formula, charge and spin**: 53.02 kcal/mol

```
16
Properties=species:S:1:pos:R:3:forces:R:3
C 2.2427 -0.5329 -1.2514 0.226 -0.929 -0.232
C -1.3256 0.3103 -0.9253 -3.005 1.386 -0.957
C 0.2739 1.0871 0.9623 1.549 -0.093 -0.593
C -0.1175 0.1525 -0.1232 1.652 -0.806 1.488
N -0.3556 -1.1319 0.7363 -0.435 1.742 -0.715
O 2.0333 -1.6813 -1.4061 -0.312 0.786 0.283
O 2.7326 0.5173 -1.1953 -0.110 0.272 0.047
F -0.6295 1.1469 2.0964 0.084 -0.180 -0.053
H -2.2547 0.8429 -0.4800 1.184 -0.564 0.120
H -1.7836 -0.6615 -1.2164 0.648 0.406 -0.196
H -1.1860 0.9133 -1.8447 0.194 -0.564 0.291
H 1.3428 0.8463 1.3901 -2.051 0.276 -0.450
H 0.3160 2.0822 0.5722 0.096 0.719 -0.145
H -0.2625 -1.9645 0.1901 0.563 -0.685 -0.043
H -1.3240 -0.9971 1.0065 -0.083 -0.530 0.874
H 0.2977 -0.9295 1.4885 -0.201 -1.236 0.282
```
Forces are in eV/Å.

Results of the natural (NBO) charge analysis, in e, for atoms 1 through 6: atom 1 (C): 1.04, atom 2 (C): -0.68, atom 3 (C): -0.05, atom 4 (C): -0.28, atom 5 (N): -0.72, atom 6 (O): -0.58

---

# 8
A 2-piece molecular cluster, C4H8FNO4 overall. Source: the Open Molecules 2025 dataset; level of theory: ωB97M-V/def2-TZVPD.

Values from the calculation:
**Structure (SMILES)**: [O-]/[N+](O)=C(/F)CO.CC=O
**Net charge**: 0
**HOMO level**: -8.5 eV
**Lowest unoccupied orbital energy**: 0.724 eV
**ΔE to the lowest compared entry with this formula, charge and spin**: 149.38 kcal/mol

```
18
Properties=species:S:1:pos:R:3:forces:R:3
C -2.6188 -0.1884 0.2223 -0.291 0.683 -2.076
C 1.7092 -1.2628 -0.1845 -0.501 2.714 -1.737
C -1.6075 0.7513 -0.4463 -2.556 -0.583 1.870
C 1.6938 0.1476 0.4463 1.305 -1.751 -1.136
N 2.5993 1.0074 0.1905 0.577 0.137 -0.240
O 3.6136 0.7274 -0.4852 1.191 0.609 -0.695
O 2.4013 2.3258 0.5861 1.178 1.565 0.621
O 2.9717 -1.7714 -0.2390 0.598 -2.078 0.401
O -0.5615 0.4306 -0.8915 0.611 0.145 -1.406
F 0.6748 0.4840 1.1121 -2.158 1.005 2.499
H -3.5647 -0.0005 -0.2927 -0.233 0.565 -0.074
H -2.4815 -1.2118 -0.1302 0.595 -0.332 1.415
H -2.8209 0.2003 1.2269 0.417 -1.003 0.167
H 1.0533 -1.9312 0.3648 -0.009 0.078 0.119
H 1.2301 -1.0152 -1.2160 0.732 -0.903 1.370
H -2.0382 1.7627 -0.3290 0.813 0.640 -0.595
H 3.5939 -1.2653 -0.7629 -0.293 0.700 -0.063
H 3.3028 2.8379 0.6414 -1.976 -2.192 -0.441
```
Forces are in eV/Å.

Results of the natural (NBO) charge analysis, in e, for atoms 1 through 6: atom 1 (C): -0.75, atom 2 (C): -0.11, atom 3 (C): 0.48, atom 4 (C): 0.54, atom 5 (N): 0.29, atom 6 (O): -0.58

---

# 9
One molecule with the formula C4H8FNO4. Source: the Open Molecules 2025 dataset; level of theory: ωB97M-V/def2-TZVPD.

Values from the calculation:
**Structure (SMILES)**: C[C@H](O)[C@@](F)(CO)[N+](=O)[O-]
**Net charge**: 0
**HOMO level**: -11.0 eV
**Lowest unoccupied orbital energy**: -0.211 eV
**ΔE to the lowest compared entry with this formula, charge and spin**: 114.82 kcal/mol

```
18
Properties=species:S:1:pos:R:3:forces:R:3
C -0.4840 2.1207 0.1614 -1.793 0.067 1.293
C 0.8301 -1.7085 -0.1899 0.652 1.523 -1.450
C 0.4535 0.9573 -0.1098 0.021 -1.543 -0.195
C -0.1759 -0.5538 -0.0083 -0.523 1.629 -1.844
N -0.9033 -0.7109 1.2494 -1.697 -1.992 1.916
O -0.2282 -0.3585 2.2073 -0.866 -0.127 -0.082
O -2.0105 -1.3155 1.2927 2.964 2.011 -0.168
O 0.3657 -2.9917 -0.0465 -0.623 -0.409 0.519
O 1.0560 1.0745 -1.4164 -2.101 2.253 -0.190
F -1.1384 -0.6453 -0.9681 -0.143 -0.163 -0.654
H -1.3341 2.0366 -0.5221 -0.420 -0.228 0.444
H -0.8268 2.4644 1.2328 0.612 -1.662 -1.855
H -0.0628 3.0303 -0.1623 1.294 1.034 -0.553
H 1.2618 -1.5941 -1.2098 -0.274 0.410 0.513
H 1.6128 -1.4897 0.4971 0.718 -0.277 0.784
H 1.2400 0.9410 0.5955 0.961 0.096 0.830
H -0.2335 -3.1503 -0.7797 -0.215 -0.264 -0.033
H 0.5777 1.8934 -1.8234 1.434 -2.360 0.724
```
Forces are in eV/Å.

Results of the natural (NBO) charge analysis, in e, for atoms 1 through 6: atom 1 (C): -0.68, atom 2 (C): -0.10, atom 3 (C): 0.09, atom 4 (C): 0.39, atom 5 (N): 0.48, atom 6 (O): -0.37

---

# 10
One molecule with the formula C4H8FNO5S. Source: the Open Molecules 2025 dataset; level of theory: ωB97M-V/def2-TZVPD.

Values from the calculation:
**Structure (SMILES)**: C[C@@H](O)CNC(=O)OS(=O)(=O)F
**Net charge**: 0
**HOMO level**: -10.8 eV
**Lowest unoccupied orbital energy**: -2.462 eV

```
20
Properties=species:S:1:pos:R:3:forces:R:3
C 2.4808 -0.9349 -0.1013 -0.396 0.429 -0.182
C 1.6242 0.2743 0.6240 0.335 0.139 -0.345
O 2.5648 1.3774 1.0123 -2.373 0.409 -1.302
C 0.5097 0.9090 -0.4287 0.679 0.908 1.315
N -0.2547 -0.1831 -1.2052 -3.771 0.607 2.107
C -1.6604 0.3620 -1.3248 1.629 7.362 -3.440
O -1.8013 1.6123 -1.8468 0.439 -8.649 3.593
O -2.9092 -0.3366 -0.9860 1.735 0.369 2.535
S -2.9694 -0.8131 0.6490 1.348 -5.789 3.829
O -3.3245 -2.3478 0.6472 0.982 7.032 -0.447
O -1.7098 -0.4748 1.4812 -5.001 -0.181 -3.788
F -4.3165 -0.0497 1.4618 3.084 -1.143 -2.606
H 1.7506 -1.8677 -0.2393 1.810 1.894 0.369
H 2.8548 -0.5863 -1.1799 -0.924 -0.682 2.419
H 3.4295 -1.2187 0.5280 -2.059 0.491 -1.121
H 1.1225 -0.0586 1.6542 0.843 0.383 -2.522
H 2.0835 2.2591 0.8262 1.133 -2.117 0.503
H 1.0396 1.6501 -1.1975 -1.170 -1.805 1.709
H -0.2598 1.5077 0.2596 1.784 -1.112 -1.685
H -0.2544 -1.0806 -0.6340 -0.106 1.457 -0.942
```
Forces are in eV/Å.

Results of the natural (NBO) charge analysis, in e, for atoms 1 through 6: atom 1 (C): -0.66, atom 2 (C): 0.09, atom 3 (O): -0.73, atom 4 (C): -0.26, atom 5 (N): -0.62, atom 6 (C): 0.85

---

Max |F|? In order: 4.340 2.099 0.447 2.303 4.064 7.093 3.445 3.451 3.586 9.375 eV Å⁻¹.